Record 1
The following is a DFT calculation (ωB97M-V/def2-TZVPD) of a molecular structure, C26H62N4O16V in a non-equilibrium geometry.

Geometry as XYZ:
```
109
Properties=species:S:1:pos:R:3:forces:R:3:lowdin_spin:R:1
O 0.730810 0.611906 -0.503872 0.215 -0.540 -0.179 0.00
V -0.068065 1.417371 0.586948 3.219 3.183 -0.517 0.00
O -1.489962 0.833611 0.530269 -2.960 -1.056 -0.079 0.00
O 1.947979 3.525321 3.169102 -1.993 -0.995 2.023 0.00
C 2.379234 3.327624 1.905619 5.306 3.902 -2.330 0.00
O 1.894190 2.416124 1.246379 -3.110 -2.912 -0.351 0.00
O 3.306157 4.069074 1.467724 -1.616 -0.971 1.717 0.00
H 2.387133 4.165980 3.733275 0.595 0.296 -0.948 0.00
O -0.492275 5.623782 -0.935268 -0.107 -1.084 0.754 0.00
C 0.153979 4.420050 -0.922287 6.365 -0.153 -3.626 0.00
O 1.271008 4.276232 -1.387785 0.627 1.312 0.162 0.00
O -0.528076 3.420864 -0.637853 -3.637 -3.503 3.096 0.00
H -1.170549 5.008474 -0.647289 -3.395 1.663 0.641 0.00
C 1.620048 -0.969605 2.188842 0.231 2.339 -0.589 0.00
O 0.426768 -0.124173 2.228369 -0.417 -0.354 0.436 0.00
C 0.309238 0.484457 3.505901 -0.186 2.323 1.042 0.00
C -0.862191 1.528718 3.602370 0.096 -0.495 -0.202 0.00
N -0.744395 2.634979 2.600768 -0.613 -0.554 -1.233 0.00
C -1.817920 3.695046 2.599720 -1.292 -1.935 0.775 0.00
C -3.304981 3.149313 2.450637 3.090 0.495 1.767 0.00
O -3.646956 2.543192 3.712738 1.198 0.032 -0.843 0.00
C -4.979248 2.263303 3.762876 -1.968 0.073 0.931 0.00
H 1.820354 -1.128525 1.129262 -0.292 -0.710 0.125 0.00
H 1.602225 -1.819947 2.870537 -0.245 0.064 -0.343 0.00
H 2.383570 -0.238346 2.454149 0.611 -0.435 0.329 0.00
H 1.191437 1.056939 3.792413 0.615 0.072 -0.759 0.00
H 0.267455 -0.206118 4.348200 -0.662 -0.677 -0.280 0.00
H -0.903591 1.970312 4.598055 0.447 -0.165 0.371 0.00
H -1.775528 0.934414 3.575768 -0.313 0.524 -0.786 0.00
H 0.136126 3.100392 2.768618 0.277 0.100 0.272 0.00
H -1.834028 4.491556 1.855798 1.371 -0.477 -0.469 0.00
H -1.746926 4.190897 3.567798 -0.333 0.185 0.192 0.00
H -3.349791 2.413906 1.647356 -0.362 0.299 -0.228 0.00
H -3.766043 4.128584 2.321927 -1.202 -0.463 -0.289 0.00
H -5.512650 3.213656 3.742636 -0.610 0.011 -0.514 0.00
H -5.305118 1.817760 4.702776 0.671 -0.019 0.450 0.00
H -5.364215 1.538791 3.045250 0.182 0.194 -0.750 0.00
C 4.075527 7.460317 -4.205790 0.292 1.922 0.417 0.00
O 3.630390 6.211759 -3.813455 -0.792 -0.569 -1.918 0.00
C 3.224175 5.497994 -5.043942 -0.550 -1.356 2.463 0.00
C 2.344480 4.258102 -4.609146 0.324 -0.169 0.908 0.00
N 3.161513 3.197108 -3.967284 -0.683 0.407 -0.150 0.00
C 2.401549 2.010708 -3.524086 2.001 0.078 1.201 0.00
C 3.340281 1.000264 -2.810780 -0.027 1.417 0.727 0.00
O 3.722237 1.555685 -1.510001 -0.016 0.710 -2.172 0.00
C 4.240271 0.659202 -0.617849 -0.958 -1.861 0.868 0.00
H 3.512386 7.947519 -5.001792 -0.373 -0.423 -0.507 0.00
H 5.121568 7.557741 -4.496279 0.383 -0.618 -0.161 0.00
H 3.959818 8.214563 -3.427439 -0.024 -0.404 0.691 0.00
H 4.148211 5.145075 -5.501880 0.006 -0.012 -0.432 0.00
H 2.682104 6.193281 -5.684907 -0.065 -0.162 -0.102 0.00
H 1.737070 3.783250 -5.379642 0.181 0.352 -1.088 0.00
H 1.568791 4.517446 -3.888630 0.344 0.639 0.341 0.00
H 3.831112 2.933836 -4.676116 0.277 -0.469 0.050 0.00
H 1.884898 1.487490 -4.328713 -0.334 -0.096 -0.226 0.00
H 1.773469 2.179105 -2.649288 -0.672 1.042 -0.513 0.00
H 4.244464 0.812398 -3.389793 0.132 -0.407 -0.046 0.00
H 2.691566 0.132314 -2.692770 0.377 -0.553 0.304 0.00
H 5.007651 -0.047119 -0.934611 0.698 0.361 -0.710 0.00
H 3.423231 -0.023710 -0.385075 -0.427 -0.502 0.501 0.00
H 4.541137 1.062432 0.349103 -0.008 0.771 -0.388 0.00
C -3.608856 -3.713899 1.426626 -0.654 0.476 2.164 0.00
O -2.450491 -3.671190 0.677603 0.747 0.297 -1.834 0.00
C -1.429501 -2.923220 1.306408 1.742 1.595 0.889 0.00
C -0.856403 -3.528023 2.599283 -1.137 -0.608 0.415 0.00
N -0.425295 -4.911645 2.410103 0.827 0.499 -0.178 0.00
C 0.963579 -5.058814 1.892604 -1.158 -0.911 -0.216 0.00
C 1.995607 -5.157567 2.997245 -0.102 0.127 -0.368 0.00
O 2.626175 -3.910662 3.197328 0.107 0.791 -0.037 0.00
C 3.404987 -3.727425 4.399094 -1.308 -1.412 -0.565 0.00
H -4.523081 -3.925945 0.872257 0.442 -1.103 -0.181 0.00
H -3.926635 -2.786620 1.903337 0.591 0.929 -0.297 0.00
H -3.302480 -4.272744 2.310896 -1.281 -0.993 -0.013 0.00
H -1.751460 -1.894924 1.470876 -0.414 0.111 0.230 0.00
H -0.557047 -2.758066 0.674225 -0.265 -0.544 -0.827 0.00
H -1.622988 -3.518586 3.374119 -0.343 -0.150 0.066 0.00
H -0.083706 -2.943944 3.099177 0.210 0.169 -0.745 0.00
H -1.057898 -5.325141 1.740069 -0.054 -0.227 -0.023 0.00
H 1.205588 -4.388639 1.067744 0.300 0.557 0.219 0.00
H 0.958001 -6.039084 1.416002 0.026 -0.188 -0.032 0.00
H 2.681784 -5.951051 2.701219 0.645 0.134 0.107 0.00
H 1.421128 -5.558161 3.832478 0.200 0.335 0.638 0.00
H 2.698728 -3.923682 5.205800 0.293 0.103 0.537 0.00
H 3.797782 -2.714185 4.483780 -0.038 -0.188 -0.425 0.00
H 4.167543 -4.506261 4.394498 0.399 0.277 0.307 0.00
C -3.862868 -1.024920 -1.503546 -0.781 0.045 0.242 0.01
O -5.031883 -1.770786 -1.997787 1.604 -0.170 -0.510 0.07
C -4.728534 -2.726976 -3.024779 -1.447 2.206 0.981 0.08
C -4.299415 -4.136483 -2.463071 -0.729 0.104 -0.810 0.09
N -2.944743 -4.199032 -2.075766 -1.017 0.553 -1.750 0.59
C -1.934678 -3.811484 -3.050887 0.981 -0.239 1.292 0.07
C -0.515853 -4.088265 -2.538565 1.033 -1.377 -0.993 0.01
O 0.461660 -3.374530 -3.333691 -1.771 0.003 2.868 0.00
C 1.049766 -2.377897 -2.452016 1.124 0.528 -2.114 0.00
H -4.161930 -0.128113 -0.960963 -0.684 -0.265 0.050 0.00
H -3.221213 -0.590283 -2.270019 0.100 -0.652 -0.434 0.00
H -3.332539 -1.624410 -0.763638 0.355 -0.210 -0.213 0.00
H -4.140244 -2.234773 -3.799225 0.875 -0.537 0.162 0.00
H -5.684586 -2.875881 -3.526670 -0.148 -0.426 0.242 0.01
H -4.564191 -4.759919 -3.317074 0.512 -0.426 -0.023 0.02
H -5.000944 -4.358621 -1.658958 0.348 0.003 0.156 0.00
H -2.848313 -3.920627 -1.109693 1.139 -0.028 1.179 0.01
H -2.033753 -2.726006 -3.055038 0.088 0.433 -0.350 0.04
H -2.083695 -4.207492 -4.055415 -0.394 -0.064 0.210 0.00
H -0.206330 -5.132213 -2.588232 -0.589 -0.504 -0.914 0.00
H -0.431356 -4.058627 -1.452247 -0.042 1.462 0.234 0.00
H 0.420102 -1.543980 -2.141855 -0.587 -0.362 0.249 0.00
H 1.731448 -1.926889 -3.173133 0.508 0.246 0.563 0.00
H 1.605928 -2.824991 -1.628063 -0.145 -0.066 0.023 0.00
```
Positions in Å, forces in eV/Å.

Summary:
**Molecular weight**: 737.74 Da
**2S+1**: 2
**Electronic energy**: -3394.318865 hartree
**E_LUMO (spin up / spin down)**: -0.024 / -0.189 hartree
**Net charge**: 0
**Orbital gap (spin up / spin down)**: 6.18 / 1.70 eV

=====

Record 2
The following is a DFT calculation (ωB97M-V/def2-TZVPD) of 4 unconnected molecules or ions with the total composition C26H62N5O8S in a non-equilibrium geometry.

Geometry as XYZ:
```
102
Properties=species:S:1:pos:R:3:forces:R:3:mulliken_charge:R:1
N 4.797803 0.569514 0.811784 0.291 -0.684 -0.316 -0.58
C 4.922426 1.115777 -0.577724 -0.389 -0.550 -0.779 -0.32
C 3.826320 2.257103 -0.903376 0.274 0.047 -0.212 -0.56
C 2.449164 1.601171 -1.422116 0.038 -1.006 1.505 -0.46
C 1.188054 1.970144 -0.446248 1.178 -0.027 -1.499 1.39
N 1.165383 3.483388 -0.416136 -1.020 -0.786 0.413 -0.53
C -0.105752 1.325870 -1.146684 0.165 0.502 -0.015 -0.92
C -1.360590 1.082045 -0.174220 -0.724 -0.090 -1.138 -0.52
C -1.967322 -0.376713 -0.495724 -0.790 0.918 0.656 -0.60
S -0.790271 -1.779951 -0.204048 0.235 -0.191 0.052 -0.23
C 1.556174 1.361165 0.988178 0.999 1.180 5.409 -0.16
O 1.507815 0.096133 1.257422 -0.049 3.111 -2.024 -0.62
O 1.917753 2.273622 1.987118 -1.875 -3.213 -4.817 -0.69
H 5.630680 -0.002649 1.065224 -0.720 0.710 -0.525 0.24
H 4.013801 -0.114750 0.843461 0.417 0.968 0.065 0.21
H 4.738635 0.224888 -1.298164 0.506 1.561 0.573 0.03
H 5.983334 1.507946 -0.741766 -1.410 -0.439 0.310 0.36
H 3.690618 2.921030 0.035563 -0.085 -1.257 -1.514 0.27
H 4.201832 2.944892 -1.745312 -0.250 -1.015 1.232 0.35
H 2.201132 1.810157 -2.518064 0.340 0.019 1.442 0.48
H 2.587426 0.452708 -1.320967 -0.388 1.730 -0.325 -0.38
H 0.614275 3.810150 0.404398 0.624 -0.302 -0.801 0.18
H 0.736183 3.844801 -1.288908 0.203 -0.459 0.855 0.29
H -0.453523 2.065337 -1.971167 0.659 -1.078 1.266 0.25
H 0.232406 0.383380 -1.724700 -0.722 1.203 1.267 0.18
H -2.180115 1.842206 -0.488238 1.183 -1.211 0.602 0.28
H -1.163569 1.276819 0.932136 0.058 -0.609 -1.523 0.33
H -2.246902 -0.390862 -1.620568 0.772 -0.291 1.746 0.32
H -2.941134 -0.613327 0.063969 1.388 0.551 -0.649 0.31
H -0.430143 -1.848731 1.147677 -0.676 0.902 -1.207 0.08
C -0.153177 -3.750086 -4.552677 0.033 -0.055 0.340 -0.65
O 0.483774 -4.822816 -3.875161 -0.008 0.073 -0.517 -0.24
C 1.363883 -5.574940 -4.712649 0.256 -0.188 0.522 -0.88
C 2.815614 -5.376357 -4.274250 -0.370 0.458 -0.176 -0.17
N 3.278601 -4.022496 -4.579953 0.060 -0.244 0.037 -0.35
C 4.561417 -3.684528 -3.958084 -0.241 0.189 0.078 -0.75
C 4.605455 -3.631485 -2.422345 0.345 0.460 -0.115 -0.56
O 3.840228 -2.573926 -1.862324 0.139 -0.634 -0.123 -0.33
C 2.465646 -2.879496 -1.665490 0.004 0.477 0.261 -0.32
H -0.892650 -3.316041 -3.877710 0.098 -0.091 0.036 0.14
H 0.569053 -2.972057 -4.816926 -0.074 0.046 -0.165 0.30
H -0.666850 -4.104417 -5.450392 0.023 0.043 -0.083 0.36
H 1.228342 -5.335354 -5.773273 0.036 0.169 0.103 0.39
H 1.101034 -6.628516 -4.576393 0.025 -0.015 -0.030 0.39
H 3.451493 -6.099833 -4.794231 0.024 0.022 0.003 0.41
H 2.867853 -5.578797 -3.199314 -0.063 -0.236 0.034 0.18
H 2.585302 -3.355127 -4.258861 0.081 -0.110 -0.017 0.08
H 4.840963 -2.695957 -4.335426 0.049 -0.046 0.112 0.37
H 5.325299 -4.384644 -4.315932 -0.067 -0.059 0.045 0.42
H 5.644313 -3.426320 -2.138228 -0.064 0.022 -0.034 0.37
H 4.353796 -4.590568 -1.958063 -0.208 -0.031 -0.030 0.35
H 2.300091 -3.937529 -1.439951 0.044 -0.009 -0.139 0.33
H 1.884272 -2.577745 -2.539309 -0.196 -0.156 0.014 0.10
H 2.106874 -2.287921 -0.820261 0.077 0.035 -0.064 0.07
C 2.113583 9.435513 4.890594 0.186 -0.278 -0.236 -0.74
O 2.816997 8.205313 4.831898 -0.265 0.369 0.336 -0.34
C 2.599009 7.378245 5.978110 0.154 -0.595 -0.260 -0.81
C 1.809974 6.126429 5.591778 -0.139 0.565 -0.133 -0.13
N 0.424298 6.458703 5.257993 0.130 -0.058 0.163 -0.35
C -0.312280 5.354496 4.634585 -0.068 0.263 -0.327 -1.13
C 0.174516 4.869223 3.259381 -0.333 -0.302 0.250 0.06
O -0.001322 5.823241 2.214723 0.276 0.047 0.190 -0.46
C 1.054590 6.762029 2.090375 -0.300 -0.081 -0.252 -0.62
H 2.434417 10.048747 4.046717 0.035 -0.109 0.025 0.24
H 1.035024 9.272465 4.806296 -0.063 0.137 0.134 0.31
H 2.339680 9.971758 5.816214 -0.086 0.044 0.053 0.34
H 2.110729 7.925018 6.792788 -0.108 0.042 -0.173 0.40
H 3.586800 7.069809 6.333512 -0.019 -0.008 0.014 0.39
H 1.819549 5.422146 6.429183 -0.020 -0.007 -0.035 0.38
H 2.320197 5.661161 4.742345 0.209 -0.097 0.109 0.17
H 0.417911 7.245565 4.618120 0.051 -0.140 0.050 0.12
H -1.347475 5.693865 4.523355 0.017 -0.067 -0.014 0.39
H -0.332789 4.505873 5.327312 0.114 0.020 -0.064 0.43
H -0.449418 4.012413 2.983181 0.147 0.052 -0.007 0.23
H 1.201108 4.493006 3.281348 0.000 0.025 -0.121 0.32
H 2.023234 6.341779 2.375144 -0.086 0.005 0.060 0.28
H 0.836668 7.656502 2.679054 0.208 0.107 0.101 0.22
H 1.108522 7.069936 1.043556 -0.012 -0.099 0.016 0.33
C -8.236983 -3.863174 -1.278674 0.086 -0.109 0.326 -0.73
O -7.603603 -4.933293 -0.594704 -0.091 0.167 -0.464 -0.34
C -6.720902 -5.688666 -1.428407 0.353 -0.274 0.474 -0.77
C -5.269920 -5.490143 -0.987825 -0.399 0.499 -0.210 -0.22
N -4.805607 -4.137549 -1.295708 -0.042 -0.314 0.074 -0.28
C -3.521302 -3.798265 -0.672854 -0.287 0.224 0.135 -0.37
C -3.478922 -3.742810 0.864482 0.514 0.158 -0.254 -0.59
O -4.246456 -2.681607 1.425449 -0.200 -0.464 0.020 -0.40
C -5.618234 -2.984831 1.622698 0.228 0.410 0.085 -0.61
H -8.978777 -3.425707 -0.608365 0.074 -0.092 0.020 0.24
H -7.513160 -3.086864 -1.543519 -0.074 0.040 -0.181 0.31
H -8.747564 -4.220605 -2.176734 0.021 0.060 -0.079 0.34
H -6.854025 -5.451510 -2.489773 0.031 0.175 0.112 0.41
H -6.984770 -6.741617 -1.290182 0.008 -0.002 -0.027 0.39
H -4.634088 -6.215258 -1.505045 0.020 0.031 0.015 0.36
H -5.219274 -5.690119 0.087834 -0.053 -0.254 0.043 0.19
H -5.499057 -3.469505 -0.976915 0.079 -0.113 -0.036 0.05
H -3.241700 -2.811944 -1.051837 0.074 -0.135 0.130 0.21
H -2.757435 -4.498480 -1.028420 -0.048 0.018 0.067 0.32
H -2.442297 -3.537618 1.148583 -0.171 0.035 -0.109 0.29
H -3.731061 -4.701668 1.329551 -0.278 -0.013 -0.011 0.44
H -5.784772 -4.042120 1.849202 0.012 0.011 -0.129 0.29
H -6.201315 -2.684025 0.749636 -0.202 -0.186 -0.011 0.19
H -5.974818 -2.392165 2.468369 0.084 -0.017 -0.007 0.30
```
Positions in Å, forces in eV/Å.

Summary:
**Molecular weight**: 604.88 Da
**2S+1**: 1
**Electronic energy**: -2301.550726 hartree
**E_LUMO**: 0.085 hartree
**Net charge**: -1
**Relative energy (zero: lowest compared OMol25 entry of this formula, charge and spin)**: 300.9 kJ/mol
**Orbital gap**: 6.57 eV